A cluster of 11 separate species, C63H150N8O19 in total in a non-equilibrium geometry. Source: OMol25; level of theory: wB97M-V/def2-TZVPD.

Computed properties:
LUMO energy, eV: 0.1
M, g/mol: 1323.9
Frontier orbital gap, eV: 8.0
SMILES string: CC1(C)CCCC(C)(C)N1O.CC1(C)CCCC(C)(C)N1O.CC1(C)CCCC(C)(C)N1O.COCCNCCOC.COCCNCCOC.COCCNCCOC.COCCNCCOC.COCCNCCOC.OCCO.OCCO.OCCO
Electronic energy, hartree: -4357.27067
HOMO, eV: -7.92

Structure (ORCA input):
```
! wB97M-V def2-TZVPD RIJCOSX def2/J DEFGRID3
* xyz 0 1
C 7.636 -0.664 2.615
C 7.473 0.382 1.465
C 5.937 0.515 1.328
C 7.987 1.736 2.017
C 9.514 1.861 2.046
C 10.096 1.664 0.606
C 9.661 0.334 0.058
C 10.072 0.349 -1.450
C 10.390 -0.878 0.696
N 8.184 0.218 0.182
O 7.736 -0.938 -0.516
H 6.783 -0.694 3.293
H 7.622 -1.659 2.170
H 8.633 -0.539 3.037
H 5.536 -0.452 1.023
H 5.330 0.999 2.093
H 5.695 1.123 0.456
H 7.609 2.534 1.378
H 7.688 1.848 3.060
H 9.705 2.860 2.439
H 10.069 1.211 2.723
H 11.176 1.717 0.742
H 9.805 2.498 -0.033
H 10.008 -0.635 -1.915
H 11.052 0.800 -1.606
H 9.397 0.983 -2.023
H 10.514 -0.636 1.751
H 11.356 -0.953 0.197
H 9.916 -1.835 0.479
H 8.139 -1.695 -0.085
C 3.441 10.129 4.930
C 3.531 8.773 4.145
C 4.960 8.157 4.222
C 2.497 7.818 4.742
C 2.254 6.557 3.894
C 1.869 6.979 2.450
C 2.871 7.932 1.847
C 4.061 7.050 1.337
C 2.183 8.472 0.580
N 3.111 9.122 2.746
O 3.994 10.111 2.185
H 4.216 10.785 4.533
H 2.511 10.645 4.696
H 3.505 9.825 5.975
H 5.477 8.383 3.289
H 5.616 8.562 4.993
H 4.831 7.083 4.359
H 2.794 7.628 5.774
H 1.531 8.320 4.789
H 3.135 5.915 3.898
H 1.394 6.051 4.332
H 0.872 7.411 2.539
H 1.786 6.092 1.822
H 4.910 7.730 1.413
H 3.999 6.786 0.282
H 4.285 6.195 1.974
H 1.381 9.073 1.009
H 1.800 7.676 -0.059
H 2.792 9.148 -0.020
H 3.386 10.805 1.924
C -1.153 -2.483 -1.242
C -1.984 -1.539 -0.381
C -3.407 -2.107 -0.239
C -1.376 -1.377 1.011
C -1.733 -0.133 1.867
C -1.481 1.096 1.045
C -2.311 1.102 -0.316
C -3.755 1.346 -0.057
C -1.679 2.218 -1.224
N -2.098 -0.186 -1.049
O -2.617 -0.221 -2.393
H -1.452 -2.466 -2.290
H -0.074 -2.330 -1.214
H -1.272 -3.535 -0.982
H -4.157 -1.469 0.229
H -3.896 -2.359 -1.181
H -3.438 -2.981 0.411
H -1.622 -2.276 1.577
H -0.299 -1.540 0.967
H -2.799 -0.214 2.077
H -1.113 -0.087 2.763
H -0.399 1.202 0.970
H -1.827 1.818 1.784
H -4.301 0.577 0.489
H -4.330 1.386 -0.982
H -3.886 2.231 0.566
H -2.180 2.229 -2.192
H -0.614 2.033 -1.368
H -1.839 3.142 -0.669
H -1.824 -0.252 -2.932
C -1.538 9.819 9.677
O -1.733 8.453 9.959
C -0.468 7.791 10.220
C -0.513 6.287 10.414
N -0.735 5.667 9.109
C -1.438 4.405 9.291
C -2.014 3.847 7.988
O -3.065 4.682 7.560
C -4.361 4.472 8.197
H -1.460 10.274 10.664
H -2.339 10.257 9.081
H -0.580 9.945 9.174
H 0.072 8.207 11.071
H 0.225 8.072 9.427
H -1.339 6.149 11.112
H 0.431 5.932 10.829
H -1.399 6.294 8.679
H -2.266 4.538 9.987
H -0.775 3.658 9.729
H -2.474 2.862 8.062
H -1.315 3.765 7.156
H -4.538 3.406 8.338
H -5.231 4.846 7.658
H -4.447 4.824 9.225
C -4.298 12.339 -3.791
O -4.238 11.287 -2.847
C -4.464 10.026 -3.338
C -4.646 9.076 -2.132
N -5.910 9.389 -1.360
C -6.139 8.495 -0.246
C -5.046 8.669 0.841
O -5.107 10.006 1.416
C -4.190 10.249 2.458
H -5.314 12.658 -4.028
H -3.856 11.979 -4.720
H -3.966 13.215 -3.234
H -3.574 9.893 -3.952
H -5.422 9.958 -3.853
H -3.877 9.293 -1.390
H -4.575 8.040 -2.460
H -5.772 10.331 -1.023
H -6.104 7.476 -0.630
H -7.133 8.687 0.160
H -4.050 8.416 0.477
H -5.345 7.936 1.590
H -3.205 10.592 2.141
H -4.098 9.397 3.132
H -4.482 11.057 3.129
C 2.447 -8.453 -3.851
O 1.170 -8.839 -4.362
C 1.069 -8.481 -5.746
C 1.862 -9.316 -6.753
N 1.530 -10.708 -6.691
C 2.204 -11.444 -7.777
C 1.832 -12.922 -7.801
O 0.514 -13.209 -8.176
C 0.273 -14.508 -8.499
H 2.581 -8.760 -2.814
H 2.667 -7.385 -3.856
H 3.171 -9.101 -4.344
H 1.282 -7.417 -5.848
H 0.026 -8.390 -6.049
H 2.907 -9.104 -6.529
H 1.613 -8.774 -7.666
H 0.666 -10.554 -7.191
H 3.280 -11.276 -7.809
H 1.838 -11.054 -8.726
H 1.999 -13.443 -6.858
H 2.475 -13.450 -8.505
H 0.884 -14.879 -9.322
H -0.771 -14.632 -8.786
H 0.521 -15.153 -7.656
C -4.158 -14.676 -4.929
O -4.991 -13.587 -5.379
C -4.206 -12.375 -5.442
C -5.169 -11.173 -5.232
N -4.462 -9.917 -5.144
C -5.481 -8.940 -4.618
C -4.752 -7.520 -4.626
O -4.500 -7.239 -6.004
C -4.022 -5.939 -6.352
H -4.351 -14.852 -3.871
H -3.079 -14.639 -5.081
H -4.462 -15.621 -5.381
H -3.652 -12.339 -6.379
H -3.526 -12.327 -4.591
H -5.724 -11.403 -4.322
H -5.900 -11.152 -6.040
H -3.659 -10.076 -4.552
H -5.835 -9.071 -3.596
H -6.405 -8.926 -5.196
H -3.834 -7.635 -4.051
H -5.352 -6.721 -4.191
H -4.686 -5.095 -6.165
H -3.780 -5.821 -7.408
H -3.079 -5.843 -5.814
C 1.364 2.155 -6.708
O 2.278 2.008 -5.628
C 3.197 0.911 -5.803
C 4.049 0.718 -4.504
N 5.147 1.638 -4.531
C 4.809 3.089 -4.379
C 6.146 3.798 -4.002
O 7.055 3.772 -5.105
C 6.759 4.705 -6.089
H 1.079 3.135 -6.326
H 0.604 1.374 -6.740
H 1.858 2.352 -7.659
H 3.906 1.047 -6.619
H 2.570 0.045 -6.014
H 4.381 -0.320 -4.502
H 3.396 0.673 -3.633
H 5.797 1.477 -3.775
H 4.197 3.187 -3.483
H 4.308 3.528 -5.241
H 6.557 3.302 -3.123
H 5.939 4.836 -3.742
H 6.056 4.374 -6.854
H 7.670 4.896 -6.656
H 6.282 5.592 -5.670
O -8.783 -7.609 1.884
C -7.461 -8.184 1.879
C -7.383 -9.766 1.994
O -8.042 -10.259 0.804
H -9.307 -8.147 1.287
H -6.997 -7.973 0.915
H -6.843 -7.816 2.698
H -8.076 -10.093 2.770
H -6.431 -10.276 2.141
H -8.875 -9.803 0.662
O -9.376 -3.584 4.637
C -8.225 -2.792 4.371
C -8.431 -1.248 4.730
O -8.347 -0.893 6.162
H -9.319 -4.403 4.139
H -7.406 -3.236 4.937
H -8.055 -2.951 3.306
H -9.314 -0.803 4.272
H -7.684 -0.793 4.078
H -9.163 -1.253 6.517
O -1.783 -7.303 3.771
C -1.022 -8.312 3.108
C 0.458 -8.195 3.379
O 0.793 -8.624 4.731
H -2.087 -7.606 4.630
H -1.286 -9.347 3.328
H -1.164 -8.349 2.028
H 0.812 -7.176 3.223
H 1.014 -8.806 2.668
H 0.715 -9.566 4.899
*
```